Molecular formula: C46H75N10O4STi
Method: DFT, ωB97M-V/def2-TZVPD

Atoms and positions in Å:
Ti1 -0.27676 0.82129 -0.97668
C1 -4.42963 -2.05757 4.80863
N1 -3.56695 -2.21770 3.66069
C2 -2.61130 -3.30148 3.77321
C3 -3.35178 -1.15890 2.77282
N2 -3.10779 -1.25478 1.52637
C4 -3.09290 -2.53634 0.86753
C5 -3.54770 -2.38771 -0.57331
N3 -2.59194 -1.73108 -1.48795
C6 -1.99932 -2.69577 -2.42583
C7 -1.15456 -3.81297 -1.81933
N4 0.15807 -3.35505 -1.42830
C8 0.91338 -4.12603 -0.75546
N5 0.50222 -5.36843 -0.21165
C9 1.40947 -6.49163 -0.25312
C10 -0.42116 -5.35767 0.90400
N6 2.25963 -3.83483 -0.57768
C11 2.73251 -3.82085 0.80301
C12 2.78535 -2.72104 -1.35236
C13 -3.28643 -0.67604 -2.22252
C14 -3.49587 0.59679 -1.40859
N7 -2.30051 1.45615 -1.42655
C15 -2.46933 2.73421 -1.54711
N8 -3.76607 3.28505 -1.48465
C16 -4.10184 4.25807 -2.50798
C17 -4.28258 3.61124 -0.16503
N9 -1.37978 3.52300 -1.86970
C18 -1.25235 4.82175 -1.23435
C19 -0.91746 3.49623 -3.24820
N10 -3.48939 0.11203 3.34855
C20 -3.58830 1.20132 2.39817
C21 -2.52924 0.40585 4.41229
H1 -5.03410 -2.96113 4.93612
H2 -3.86748 -1.90404 5.73988
H3 -5.09233 -1.20933 4.66284
H4 -2.20237 -3.32758 4.79107
H5 -3.07411 -4.27325 3.56937
H6 -1.77899 -3.14146 3.09590
H7 -2.07430 -2.92928 0.87076
H8 -3.74370 -3.26844 1.36772
H9 -3.80301 -3.37918 -0.97214
H10 -4.47860 -1.81351 -0.55803
H11 -2.81235 -3.18183 -2.99913
H12 -1.37520 -2.14578 -3.13046
H13 -1.71245 -4.30191 -1.01212
H14 -1.04855 -4.57391 -2.60463
H15 2.08741 -6.38654 -1.09672
H16 2.01385 -6.59901 0.65943
H17 0.83684 -7.41551 -0.38029
H18 -1.38650 -5.81979 0.65962
H19 0.00744 -5.90743 1.75084
H20 -0.59182 -4.33632 1.23575
H21 2.26203 -4.61371 1.38061
H22 3.81339 -3.97248 0.81991
H23 2.49960 -2.86849 1.28807
H24 2.70483 -2.94585 -2.41337
H25 2.25311 -1.78726 -1.14613
H26 3.83893 -2.60142 -1.09698
H27 -2.73718 -0.42957 -3.13315
H28 -4.27995 -1.03410 -2.54481
H29 -4.33203 1.15699 -1.82930
H30 -3.73924 0.33018 -0.37624
H31 -3.74074 3.91786 -3.47709
H32 -5.19016 4.32974 -2.56125
H33 -3.70781 5.26224 -2.31644
H34 -3.97519 2.84821 0.54620
H35 -3.92396 4.58389 0.19379
H36 -5.37452 3.63501 -0.19554
H37 -1.60808 4.77869 -0.20804
H38 -0.19099 5.06882 -1.18569
H39 -1.77499 5.62028 -1.77809
H40 -1.42730 4.26264 -3.84988
H41 0.15703 3.68325 -3.28028
H42 -1.08639 2.50726 -3.66177
H43 -4.40531 1.00478 1.70486
H44 -3.79736 2.12145 2.94872
H45 -2.66375 1.33226 1.82295
H46 -2.34592 -0.48116 5.01431
H47 -1.57021 0.74084 4.00099
H48 -2.92618 1.19058 5.05906
C22 -0.58020 3.61708 1.93135
C23 0.49919 3.15862 1.00580
O1 0.13836 2.13506 0.15697
C24 1.81244 3.57287 1.10914
C25 2.20479 4.60917 2.03095
C26 3.51736 5.00423 2.16169
C27 4.54548 4.42820 1.41134
C28 4.19066 3.41703 0.51234
C29 2.88805 2.99600 0.35474
H49 -1.54232 3.21154 1.60462
H50 -0.68072 4.71244 1.96692
H51 -0.43304 3.28892 2.97425
H52 1.45189 5.07899 2.65335
H53 3.75383 5.78608 2.87828
H54 5.57528 4.73743 1.53530
H55 4.96455 2.92609 -0.06914
H56 2.67762 2.16339 -0.29923
C30 6.07719 -1.23625 4.91404
C31 4.75634 -0.84849 4.30274
C32 4.55510 0.41965 3.76568
C33 3.36090 0.76497 3.15603
C34 2.33301 -0.16651 3.06815
C35 2.49416 -1.42924 3.63050
C36 3.70441 -1.75340 4.23155
S1 0.02087 -0.55969 1.62667
O2 0.06843 -1.93378 2.14248
O3 1.17036 0.29158 2.48583
O4 0.58527 -0.59594 0.20986
H57 6.62309 -0.35756 5.25945
H58 6.71204 -1.75238 4.18908
H59 5.94046 -1.90642 5.76468
H60 5.34710 1.15917 3.81172
H61 3.21283 1.75226 2.73699
H62 1.68665 -2.14174 3.59975
H63 3.82293 -2.74292 4.66233
C37 1.09577 -1.27446 -4.34189
C38 0.96142 0.25195 -4.11093
C39 0.09063 0.80591 -5.26820
C40 0.27741 0.43533 -2.76062
C41 2.29983 0.97398 -4.23119
C42 3.16536 0.70615 -5.29439
C43 4.33552 1.42759 -5.47094
C44 4.66915 2.44353 -4.58745
C45 3.81766 2.72520 -3.53096
C46 2.64680 1.99648 -3.36242
H64 1.17455 -1.78924 -3.38942
H65 1.95381 -1.54298 -4.96114
H66 0.19847 -1.65046 -4.84384
H67 -0.94929 0.49055 -5.13865
H68 0.44463 0.42346 -6.23041
H69 0.12768 1.89445 -5.31469
H70 -0.66884 -0.15243 -2.87345
H71 2.92306 -0.07405 -6.00629
H72 4.98942 1.19330 -6.30323
H73 5.58621 3.00525 -4.71797
H74 4.06096 3.49733 -2.81603
H75 1.99447 2.22390 -2.53221

Properties
E_tot = -105958.9137 eV
multiplicity = 1
HOMO energy (alpha / beta) = -0.0614 / -0.0614 Ha
total charge = -1

Atomic partial charges in e from the Löwdin method, atoms 1 to 6:
1 Ti 0.9367
2 C -0.0879
3 N -0.1648
4 C -0.0677
5 C -0.3936
6 N 0.1077